Record 1
{
  "formula": "C5H11NO",
  "method": "ωB97M-V with the def2-TZVPD basis set",
  "homo_ha": -0.356,
  "gap_ev": 10.6,
  "elements": ["C", "C", "C", "C", "N", "C", "O", "H", "H", "H", "H", "H", "H", "H", "H", "H", "H", "H"],
  "coordinates": [[0.64, -0.86, -1.85], [0.80, -0.89, -0.30], [-0.31, -0.13, 0.48], [-0.94, -0.75, 1.76], [0.07, 1.23, 0.87], [-0.11, 2.28, 0.01], [-0.78, 2.30, -1.01], [-0.30, -1.31, -2.19], [0.72, 0.13, -2.34], [1.44, -1.44, -2.31], [0.91, -1.94, 0.01], [1.77, -0.41, -0.08], [-1.14, 0.03, -0.20], [-1.33, -1.77, 1.66], [-0.29, -0.72, 2.64], [-1.80, -0.13, 2.03], [0.69, 1.32, 1.67], [0.44, 3.17, 0.34]],
  "lowdin_charge": [-0.107, -0.190, -0.367, -0.058, 0.034, -0.357, 0.011, 0.073, 0.070, 0.064, 0.106, 0.104, 0.128, 0.075, 0.071, 0.078, 0.140, 0.124]
}



Record 2
{
  "formula": "C39H62AsCaINO5P2S",
  "method": "ωB97M-V with the def2-TZVPD basis set",
  "homo_ha": -0.136,
  "total_charge": -1,
  "gap_ev": 6.0,
  "elements": ["Ca", "C", "C", "C", "P", "C", "C", "C", "C", "C", "C", "C", "C", "C", "N", "C", "C", "C", "C", "C", "C", "P", "C", "C", "C", "C", "C", "C", "H", "H", "H", "H", "H", "H", "H", "H", "H", "H", "H", "H", "H", "H", "H", "H", "H", "H", "H", "H", "H", "H", "H", "H", "H", "H", "H", "H", "H", "H", "H", "H", "H", "H", "H", "H", "C", "O", "C", "C", "C", "C", "C", "C", "O", "C", "O", "C", "H", "H", "H", "H", "H", "H", "H", "H", "H", "C", "S", "C", "O", "H", "H", "H", "H", "H", "H", "C", "As", "C", "C", "O", "H", "H", "H", "H", "H", "H", "H", "H", "H", "I", "C", "H", "H"],
  "coordinates": [[9.80, 12.27, 10.42], [12.28, 15.36, 7.41], [13.15, 14.65, 8.44], [14.68, 14.84, 8.10], [12.55, 12.90, 8.93], [13.12, 11.85, 7.51], [13.37, 10.33, 7.89], [12.01, 11.94, 6.43], [13.74, 12.56, 10.26], [15.10, 12.37, 9.97], [16.08, 12.35, 10.92], [15.68, 12.52, 12.25], [14.35, 12.66, 12.54], [13.32, 12.63, 11.60], [11.97, 12.84, 11.93], [11.60, 12.73, 13.27], [12.12, 11.75, 14.16], [11.82, 11.75, 15.51], [10.89, 12.66, 16.02], [10.32, 13.57, 15.15], [10.61, 13.60, 13.78], [9.68, 14.48, 12.51], [10.52, 16.10, 12.29], [11.35, 16.53, 13.48], [11.33, 16.10, 11.00], [8.06, 14.93, 13.30], [7.37, 13.73, 13.98], [7.98, 16.18, 14.17], [12.47, 16.43, 7.52], [11.27, 15.08, 7.62], [12.53, 15.07, 6.38], [13.02, 15.13, 9.38], [14.98, 14.25, 7.24], [15.33, 14.56, 8.92], [14.81, 15.89, 7.83], [14.05, 12.29, 7.16], [12.43, 9.80, 7.81], [13.75, 10.26, 8.95], [14.14, 9.94, 7.21], [11.00, 11.74, 6.89], [12.13, 11.21, 5.60], [12.02, 12.94, 5.98], [15.35, 12.26, 8.92], [17.13, 12.15, 10.66], [16.41, 12.54, 13.04], [14.12, 12.79, 13.59], [12.82, 11.01, 13.79], [12.29, 11.04, 16.17], [10.67, 12.72, 17.09], [9.63, 14.33, 15.47], [9.70, 16.81, 12.17], [12.22, 15.87, 13.60], [10.76, 16.43, 14.39], [11.68, 17.54, 13.39], [12.16, 15.39, 11.11], [11.76, 17.05, 10.78], [10.69, 15.71, 10.21], [7.46, 15.10, 12.41], [7.71, 13.70, 15.04], [7.68, 12.80, 13.50], [6.28, 13.89, 13.92], [8.83, 16.21, 14.86], [7.06, 16.23, 14.72], [8.04, 17.10, 13.58], [14.81, 7.14, 10.72], [13.76, 6.49, 10.05], [12.63, 7.22, 9.81], [11.76, 6.63, 8.88], [10.68, 7.40, 8.52], [10.41, 8.68, 9.05], [9.46, 9.53, 8.40], [8.52, 8.97, 7.38], [9.38, 10.76, 8.60], [11.29, 9.21, 10.04], [11.07, 10.32, 10.61], [12.41, 8.44, 10.43], [15.66, 6.50, 10.71], [14.60, 7.42, 11.76], [15.05, 8.05, 10.18], [12.00, 5.68, 8.42], [10.05, 7.03, 7.72], [8.13, 7.97, 7.63], [8.96, 9.00, 6.36], [7.65, 9.63, 7.35], [13.02, 8.87, 11.21], [8.86, 8.55, 12.26], [9.63, 10.02, 12.98], [8.97, 9.98, 14.69], [8.88, 11.16, 12.41], [7.85, 8.40, 12.56], [9.47, 7.70, 12.61], [8.92, 8.70, 11.18], [7.90, 10.16, 14.60], [9.15, 9.05, 15.21], [9.53, 10.77, 15.22], [8.67, 15.59, 6.44], [8.24, 14.35, 7.89], [7.28, 12.81, 7.21], [7.11, 15.45, 9.03], [9.64, 13.97, 8.63], [7.81, 16.02, 5.94], [9.26, 15.06, 5.67], [9.33, 16.35, 6.85], [6.59, 13.02, 6.39], [6.79, 12.32, 8.05], [8.04, 12.11, 6.84], [6.12, 15.58, 8.58], [7.64, 16.35, 9.27], [6.97, 14.87, 9.97], [5.92, 10.53, 11.00], [6.92, 12.56, 10.51], [6.91, 12.90, 11.58], [6.03, 13.02, 10.06]],
  "lowdin_charge": [1.137, -0.133, -0.488, -0.096, 1.094, -0.523, -0.077, -0.131, -0.323, -0.157, -0.126, -0.100, -0.063, -0.297, -0.016, -0.347, -0.086, -0.123, -0.136, -0.111, -0.319, 1.073, -0.546, -0.109, -0.134, -0.551, -0.121, -0.120, 0.075, 0.007, 0.065, 0.045, 0.056, 0.052, 0.064, 0.068, 0.059, 0.065, 0.077, 0.068, 0.075, 0.044, 0.092, 0.095, 0.084, 0.094, 0.112, 0.096, 0.093, 0.077, 0.091, 0.085, 0.050, 0.064, 0.060, 0.067, 0.049, 0.072, 0.073, 0.035, 0.083, 0.051, 0.066, 0.066, -0.086, -0.083, -0.280, -0.018, -0.035, -0.148, -0.394, -0.022, -0.127, -0.425, -0.219, 0.038, 0.077, 0.091, 0.091, 0.105, 0.095, 0.085, 0.104, 0.075, 0.114, -0.257, 0.849, -0.203, -0.692, 0.013, 0.063, 0.030, 0.055, 0.049, 0.019, -0.212, 0.984, -0.203, -0.199, -0.638, 0.021, 0.039, 0.027, 0.037, -0.004, 0.029, 0.039, 0.027, -0.006, 0.426, -0.629, -0.132, -0.121]
}



Record 3
{
  "formula": "C18H60O12",
  "method": "ωB97M-V with the def2-TZVPD basis set",
  "homo_ha": -0.339,
  "gap_ev": 8.9,
  "elements": ["C", "C", "O", "H", "H", "H", "H", "H", "H", "C", "C", "O", "H", "H", "H", "H", "H", "H", "C", "C", "O", "H", "H", "H", "H", "H", "H", "C", "C", "O", "H", "H", "H", "H", "H", "H", "C", "C", "O", "H", "H", "H", "H", "H", "H", "C", "C", "O", "H", "H", "H", "H", "H", "H", "C", "O", "H", "H", "H", "H", "C", "O", "H", "H", "H", "H", "C", "O", "H", "H", "H", "H", "C", "O", "H", "H", "H", "H", "C", "O", "H", "H", "H", "H", "C", "O", "H", "H", "H", "H"],
  "coordinates": [[10.58, 5.92, -9.63], [11.73, 6.64, -10.18], [12.70, 6.46, -9.23], [10.75, 4.86, -9.82], [9.74, 6.18, -10.27], [10.32, 6.01, -8.59], [11.41, 7.79, -10.21], [12.22, 6.31, -11.04], [13.38, 5.86, -9.49], [9.06, 12.87, -13.40], [9.73, 14.16, -13.67], [9.71, 15.01, -12.50], [9.43, 12.36, -12.46], [9.33, 12.13, -14.12], [8.01, 12.96, -13.30], [9.28, 14.68, -14.49], [10.70, 13.97, -14.16], [10.11, 15.85, -12.73], [7.59, 10.31, -10.44], [8.54, 9.55, -9.60], [7.96, 9.01, -8.49], [8.12, 10.73, -11.32], [6.94, 11.16, -10.10], [6.96, 9.46, -10.69], [9.28, 10.33, -9.26], [9.04, 8.84, -10.25], [7.74, 9.67, -7.86], [11.71, 10.12, -13.84], [10.99, 9.65, -12.55], [10.01, 8.70, -12.81], [12.48, 10.84, -13.57], [10.99, 10.60, -14.48], [12.21, 9.34, -14.47], [10.52, 10.46, -12.07], [11.60, 9.09, -11.87], [10.45, 7.87, -12.93], [10.85, 12.34, -9.87], [11.77, 12.96, -10.85], [13.06, 12.86, -10.30], [11.11, 11.29, -9.66], [9.90, 12.26, -10.33], [10.70, 12.86, -8.93], [11.59, 14.01, -10.97], [11.69, 12.60, -11.87], [13.33, 11.92, -10.25], [14.08, 10.47, -8.39], [14.30, 9.77, -9.66], [13.53, 10.36, -10.65], [13.00, 10.71, -8.21], [14.66, 11.42, -8.45], [14.50, 9.97, -7.53], [13.97, 8.76, -9.45], [15.30, 9.83, -9.82], [13.67, 9.79, -11.38], [12.25, 8.48, -17.24], [12.50, 9.51, -18.19], [12.79, 8.41, -16.33], [12.46, 7.54, -17.65], [11.26, 8.57, -16.85], [13.45, 9.62, -18.32], [7.55, 7.09, -13.13], [6.46, 6.51, -12.50], [8.60, 6.76, -12.88], [7.46, 8.19, -12.97], [7.33, 6.94, -14.17], [5.92, 6.13, -13.16], [12.00, 12.14, -16.76], [11.00, 11.25, -16.98], [11.68, 13.14, -16.52], [12.72, 12.30, -17.53], [12.61, 11.84, -15.93], [11.27, 10.50, -17.47], [15.08, 10.96, -15.36], [15.41, 12.10, -16.20], [14.49, 11.15, -14.48], [16.03, 10.38, -15.13], [14.50, 10.48, -16.15], [15.44, 11.84, -17.10], [8.84, 9.38, -15.51], [7.98, 8.43, -16.20], [9.85, 8.89, -15.53], [8.49, 9.36, -14.44], [8.94, 10.41, -15.80], [8.47, 7.55, -16.22], [11.26, 6.08, -14.23], [12.01, 6.89, -13.38], [11.70, 5.14, -14.33], [11.12, 6.66, -15.15], [10.20, 5.95, -13.94], [12.83, 6.99, -13.75]],
  "lowdin_charge": [-0.081, -0.368, -0.067, 0.080, 0.069, 0.086, 0.145, 0.085, 0.084, -0.078, -0.312, -0.061, 0.065, 0.051, 0.079, 0.100, 0.107, 0.075, -0.091, -0.380, -0.032, 0.063, 0.094, 0.079, 0.101, 0.099, 0.075, -0.043, -0.274, -0.118, 0.058, 0.040, 0.064, 0.075, 0.072, 0.021, -0.090, -0.332, -0.094, 0.063, 0.032, 0.093, 0.104, 0.091, 0.011, -0.079, -0.321, -0.059, 0.102, 0.093, 0.080, 0.109, 0.093, 0.079, -0.131, -0.089, 0.057, 0.071, 0.052, 0.101, -0.171, -0.089, 0.069, 0.079, 0.065, 0.056, -0.192, -0.090, 0.083, 0.074, 0.042, 0.010, -0.115, -0.125, 0.053, 0.098, 0.054, 0.040, -0.138, -0.150, 0.051, 0.066, 0.055, 0.092, -0.106, -0.093, 0.076, 0.079, 0.083, 0.045]
}



Record 4
{
  "formula": "C12H31O11OsP4S4",
  "method": "ωB97M-V with the def2-TZVPD basis set",
  "s_squared": 0.7639,
  "homo_ha": [-0.283, -0.284],
  "multiplicity": 2,
  "gap_ev": [6.2, 6.5],
  "elements": ["Os", "C", "C", "O", "P", "O", "O", "O", "P", "O", "O", "O", "H", "H", "H", "H", "H", "H", "H", "C", "C", "O", "P", "S", "S", "O", "C", "C", "H", "H", "H", "H", "H", "H", "H", "H", "H", "H", "C", "C", "C", "O", "P", "S", "S", "O", "C", "C", "C", "H", "H", "H", "H", "H", "H", "H", "H", "H", "H", "H", "H", "H", "H"],
  "coordinates": [[0.73, -0.27, 0.09], [5.73, -1.52, -0.15], [4.43, -1.25, 0.57], [4.52, -1.52, 1.96], [4.01, 0.54, 0.55], [4.26, 1.20, -0.86], [5.14, 1.23, 1.42], [2.65, 0.84, 1.10], [3.03, -2.23, -0.13], [2.64, -1.22, -1.39], [3.40, -3.56, -0.62], [1.89, -2.09, 0.86], [6.54, -0.95, 0.30], [5.61, -1.22, -1.19], [5.94, -2.58, -0.12], [3.64, -1.84, 2.23], [3.46, 1.61, -1.22], [5.33, 0.72, 2.21], [2.75, -1.69, -2.22], [-2.51, 5.20, 0.31], [-1.43, 4.49, 1.11], [-0.74, 3.63, 0.19], [0.45, 2.68, 0.61], [1.19, 2.15, -1.18], [-0.28, 1.19, 1.84], [1.39, 3.68, 1.42], [1.99, 3.45, 2.70], [0.99, 3.66, 3.82], [-3.06, 5.88, 0.95], [-3.19, 4.47, -0.11], [-2.05, 5.75, -0.51], [-1.86, 3.89, 1.92], [-0.71, 5.20, 1.53], [2.80, 4.18, 2.76], [2.41, 2.45, 2.72], [0.56, 4.66, 3.78], [1.49, 3.53, 4.78], [0.18, 2.93, 3.75], [-3.66, -1.35, -3.64], [-4.30, -1.06, -2.29], [-4.29, 0.42, -1.96], [-3.65, -1.86, -1.29], [-2.47, -1.42, -0.32], [-3.07, -0.14, 1.07], [-0.89, -0.86, -1.56], [-2.12, -2.75, 0.45], [-1.92, -4.11, 0.00], [-3.24, -4.73, -0.43], [-0.89, -4.18, -1.11], [-4.17, -0.77, -4.41], [-3.74, -2.40, -3.88], [-2.61, -1.07, -3.63], [-5.33, -1.44, -2.28], [-3.27, 0.80, -1.96], [-4.72, 0.60, -0.98], [-4.87, 0.96, -2.70], [-1.55, -4.61, 0.90], [-3.57, -4.32, -1.38], [-4.01, -4.54, 0.31], [-3.10, -5.80, -0.54], [-1.25, -3.67, -1.99], [-0.71, -5.22, -1.36], [0.05, -3.73, -0.79]],
  "mulliken_spin": [0.882, 0.000, 0.004, 0.000, 0.010, 0.001, 0.000, 0.010, -0.012, -0.003, 0.001, 0.039, 0.000, 0.000, 0.000, 0.000, 0.000, 0.000, 0.001, -0.001, 0.000, 0.000, 0.015, 0.005, -0.012, -0.001, 0.000, 0.000, 0.000, 0.000, 0.000, 0.000, 0.000, 0.000, 0.000, 0.000, 0.000, 0.001, 0.002, 0.001, -0.006, -0.004, 0.010, 0.011, 0.042, -0.002, -0.003, 0.000, 0.003, 0.000, 0.000, 0.002, 0.000, 0.002, 0.001, 0.000, 0.001, 0.000, 0.000, 0.000, -0.001, 0.000, 0.002]
}